1.
Here is an isolated molecule of C2H2ClF2I at a distorted geometry from OMol25. Energies are from the ωB97M-V functional and the def2-TZVPD basis.

E   -28163.5004 eV
Frontier orbital gap   0.3670 hartree
Relative energy (zero: lowest compared OMol25 entry of this formula, charge and spin)   0.6849 eV
HOMO energy   -10.18 eV

Element x y z (Å)
C 0.763792 -0.226457 0.129383
C -0.623993 0.285302 -0.171047
F 1.696760 0.729453 -0.066930
F -0.755468 0.659927 -1.452706
Cl -0.984351 1.691045 0.859679
I -2.041383 -1.319356 0.205784
H 0.838086 -0.596724 1.154142
H 1.106558 -1.223192 -0.658305

Force components x, y, z for each atom (eV/Å):
C 1.3 -3.6 -2.0
C -0.4 -0.2 0.3
F 0.3 0.7 -0.1
F 0.1 0.1 -0.2
Cl 0.0 -0.2 -0.1
I 0.3 0.3 0.0
H -0.2 0.1 -0.1
H -1.5 3.0 2.3


2.
Here is a cluster of 2 separate species, C2H2ClF2NO in total at a distorted geometry from OMol25. Energies are from the ωB97M-V functional and the def2-TZVPD basis.

E   -23598.3296 eV
Frontier orbital gap (spin up / spin down)   0.3205 / 0.3205 hartree
Relative energy (zero: lowest compared OMol25 entry of this formula, charge and spin)   3.0244 eV
HOMO energy (spin up / spin down)   -9.70 / -9.70 eV

Element x y z (Å)
C -1.340043 0.880263 -0.049153
C 1.395973 -0.504327 0.052883
N -0.803158 -0.306849 0.227003
O -0.928278 1.981925 -0.135319
F 1.568976 -1.498519 0.951725
F 1.634430 -0.945407 -1.191924
Cl 2.212099 0.890145 0.430452
H -2.452324 0.544634 -0.009254
H -1.287672 -1.041867 -0.276409

Force components x, y, z for each atom (eV/Å):
C -2.7 -1.6 0.4
C -3.2 -2.1 -0.1
N 4.9 -1.0 -0.2
O 0.8 1.5 -0.2
F -0.2 1.1 -1.2
F -0.4 0.3 1.3
Cl 0.2 0.8 0.3
H 0.3 1.2 -0.4
H 0.3 -0.3 0.1


3.
Here is a cluster of 2 separate species, C2H2ClF3 in total at a distorted geometry from OMol25. Energies are from the ωB97M-V functional and the def2-TZVPD basis.

E   -22776.8816 eV
Frontier orbital gap (spin up / spin down)   0.2792 / 0.3753 hartree
Relative energy (zero: lowest compared OMol25 entry of this formula, charge and spin)   4.8361 eV
HOMO energy (spin up / spin down)   -8.55 / -9.78 eV

Element x y z (Å)
C 1.949989 -0.026067 0.166703
C -1.661081 0.078914 -0.124520
F 2.070222 1.289451 -0.175124
F -1.177767 -0.979935 -0.814758
F -1.957840 -0.411587 1.128965
Cl -2.914937 0.953975 -0.810682
H 2.340600 -0.255836 1.203412
H 1.350816 -0.648916 -0.573993

Force components x, y, z for each atom (eV/Å):
C -0.2 0.0 0.0
C 0.6 -2.4 1.8
F -0.1 -1.0 0.2
F -0.5 1.2 0.1
F 0.3 0.9 -1.4
Cl -0.4 0.3 -0.4
H -0.7 0.1 -1.6
H 1.0 0.9 1.4


4.
Here is a cluster of 2 separate species, C2H2ClFNO2 in total at a distorted geometry from OMol25. Energies are from the ωB97M-V functional and the def2-TZVPD basis.

E   -22928.9328 eV
Frontier orbital gap (spin up / spin down)   0.2490 / 0.2759 hartree
Relative energy (zero: lowest compared OMol25 entry of this formula, charge and spin)   4.6010 eV
Total charge   -1
HOMO energy (spin up / spin down)   -3.75 / -4.34 eV

Element x y z (Å)
C 2.048523 -0.177719 -0.225612
C -1.977976 0.213467 -0.212663
N 0.998665 -0.472453 0.575973
O 2.982486 -0.646422 0.586881
O 2.159550 0.332871 -1.346980
F -2.502498 1.310595 0.384177
Cl -3.188936 -0.952245 -0.248681
H -1.482295 0.544060 -1.050350
H 0.962485 -0.152151 1.537256

Force components x, y, z for each atom (eV/Å):
C 2.5 0.3 1.9
C -1.1 0.8 1.9
N -3.2 -0.4 -0.6
O 0.5 0.5 -1.6
O -0.6 -0.6 0.8
F 0.3 0.4 0.6
Cl -0.3 -1.1 -0.4
H 1.3 -0.2 -2.0
H 0.6 0.3 -0.4


5.
Here is an isolated molecule of C2H2ClFO2 at a distorted geometry from OMol25. Energies are from the ωB97M-V functional and the def2-TZVPD basis.

E   -21440.4930 eV
Frontier orbital gap   0.4081 hartree
Relative energy (zero: lowest compared OMol25 entry of this formula, charge and spin)   0.8640 eV
HOMO energy   -10.81 eV

Element x y z (Å)
C 0.974980 0.530982 -0.074964
C -0.386114 -0.239356 -0.147895
O 1.281026 1.590091 0.405332
O -1.506091 0.516766 0.048106
F -0.304658 -1.204995 0.767168
Cl 2.353304 -0.452754 -0.643392
H -0.290070 -0.845156 -1.128751
H -2.122374 0.104422 0.774396

Force components x, y, z for each atom (eV/Å):
C 1.5 2.0 1.5
C 0.7 -0.7 -2.4
O -1.7 -1.6 -0.9
O -1.3 -0.6 1.5
F 0.1 -1.1 1.7
Cl -0.5 -0.4 -0.3
H -0.8 1.4 0.9
H 2.0 0.9 -2.1


6.
Here is an isolated molecule of C2H2ClFO2 at a distorted geometry from OMol25. Energies are from the ωB97M-V functional and the def2-TZVPD basis.

E   -21439.6577 eV
Frontier orbital gap   0.4079 hartree
Relative energy (zero: lowest compared OMol25 entry of this formula, charge and spin)   1.6993 eV
HOMO energy   -11.50 eV

Element x y z (Å)
C 0.789598 -0.341681 0.024777
C -0.645242 0.110699 -0.390995
H 0.717020 1.020269 1.157340
H -0.592294 -0.461519 -1.426301
O 1.329807 0.125204 1.216409
O 1.252544 -1.308603 -0.616831
F -0.711850 1.571218 -0.366572
Cl -2.139582 -0.715588 0.402175

Force components x, y, z for each atom (eV/Å):
C 1.2 -4.5 0.7
C 0.1 -0.5 -2.1
H 2.5 -2.4 1.5
H -0.9 2.3 1.5
O -3.6 3.3 -3.2
O -1.2 3.6 2.1
F -0.2 -3.2 0.0
Cl 2.1 1.4 -0.4


7.
Here is a cluster of 2 separate species, C2H2ClFO2 in total at a distorted geometry from OMol25. Energies are from the ωB97M-V functional and the def2-TZVPD basis.

E   -21439.3005 eV
Frontier orbital gap   0.3842 hartree
Relative energy (zero: lowest compared OMol25 entry of this formula, charge and spin)   2.0565 eV
HOMO energy   -11.65 eV

Element x y z (Å)
C 0.836303 -0.559008 -0.173505
C -0.434877 0.088488 0.429628
O 0.932404 -1.495782 -0.881010
O -1.670918 -0.116425 -0.031480
F -0.088349 1.804906 -0.319534
Cl 2.313313 0.053068 0.511726
H -0.437382 0.467146 1.444648
H -1.450496 -0.242391 -0.980473

Force components x, y, z for each atom (eV/Å):
C 0.5 0.1 1.2
C -0.6 3.9 -1.4
O -1.4 -0.2 -0.9
O 2.7 -0.6 -0.6
F -0.3 -3.1 1.2
Cl -0.1 0.6 0.4
H 0.4 -0.5 0.1
H -1.2 -0.2 0.0


8.
Here is an isolated molecule of C2H2ClFO2 at a distorted geometry from OMol25. Energies are from the ωB97M-V functional and the def2-TZVPD basis.

E   -21440.9728 eV
Frontier orbital gap   0.4231 hartree
Relative energy (zero: lowest compared OMol25 entry of this formula, charge and spin)   0.3842 eV
HOMO energy   -11.02 eV

Element x y z (Å)
C -0.590946 -0.522186 -0.068368
C 0.655441 0.152277 0.422512
H -1.113771 1.103709 -0.869706
H 0.817491 -0.073062 1.489856
O -1.364262 0.174629 -0.943937
O -0.924950 -1.633833 0.266719
F 0.455205 1.395985 0.174196
Cl 2.065790 -0.597521 -0.471271

Force components x, y, z for each atom (eV/Å):
C -2.0 -2.6 -0.4
C 0.4 -3.7 0.5
H -0.1 0.1 -0.4
H 0.0 0.3 -0.5
O 0.6 -0.1 0.8
O 0.7 1.1 -0.2
F 1.0 4.1 -0.3
Cl -0.7 0.8 0.4


9.
Here is a cluster of 2 separate species, C2H2ClFO2 in total at a distorted geometry from OMol25. Energies are from the ωB97M-V functional and the def2-TZVPD basis.

E   -21436.1362 eV
Frontier orbital gap (spin up / spin down)   0.2486 / 0.2487 hartree
Relative energy (zero: lowest compared OMol25 entry of this formula, charge and spin)   5.2208 eV
HOMO energy (spin up / spin down)   -10.08 / -10.09 eV

Element x y z (Å)
C -0.777654 0.034841 -1.711197
C 0.447570 0.609911 -1.157144
O -1.058877 -1.131767 -1.703786
O -1.014813 0.510766 1.032225
F 0.998332 1.746896 -1.505509
Cl -1.748343 1.335600 -2.490366
H 0.890523 0.101207 -0.426254
H -0.281899 0.570039 1.672208

Force components x, y, z for each atom (eV/Å):
C -1.2 -0.3 -1.1
C -2.0 2.6 0.1
O 0.5 1.8 0.1
O 1.4 0.2 -1.9
F -1.1 -1.3 0.1
Cl 0.2 -0.8 0.3
H 2.4 -2.3 2.5
H -0.2 0.0 -0.2


10.
Here is a structure of composition C2H2ClI at a distorted geometry from OMol25. Energies are from the ωB97M-V functional and the def2-TZVPD basis.

E   -22726.6774 eV
Frontier orbital gap (spin up / spin down)   0.2823 / 0.2824 hartree
Relative energy (zero: lowest compared OMol25 entry of this formula, charge and spin)   1.5724 eV
HOMO energy (spin up / spin down)   -9.62 / -9.62 eV

Element x y z (Å)
C -0.357046 -0.357687 -0.262976
C 0.391935 0.601549 0.206824
Cl -2.086806 -0.135806 -0.049166
I 2.997345 -0.245324 0.023684
H 0.064227 -1.260281 -0.521913
H 0.189006 1.540535 0.464407

Force components x, y, z for each atom (eV/Å):
C -0.6 1.9 1.6
C 3.0 -4.3 -1.8
Cl 0.4 -0.3 -0.5
I -2.8 1.1 0.2
H 0.1 -2.0 -0.9
H -0.2 3.7 1.3